Version i
Here is a cluster of 3 separate species, C3H12NO2 in total from the OMol25 dataset. Energies are from wB97M-V/def2-TZVPD.

HOMO-LUMO gap = 0.3434 Ha
Net charge = +1
Highest occupied orbital energy = -14.17 eV

Each line ends with the Mulliken charge.
Geometry (Å):
C (2.0245, 1.2822, -0.9548)  -1.090
C (0.9396, 1.1884, 0.1274)  -0.332
C (-0.8496, -0.4014, -0.7061)  -0.089
N (0.1948, -0.0629, -0.0598)  0.033
H (2.7739, 0.4715, -0.9226)  0.340
H (2.5912, 2.2037, -1.0076)  0.348
H (1.6022, 1.0517, -1.9291)  0.351
H (0.2967, 2.0497, -0.0598)  0.311
H (1.2793, 1.1605, 1.1583)  0.306
H (-0.9378, -1.4577, -0.9167)  0.247
H (-1.5995, 0.3724, -0.8322)  0.297
H (0.8325, -0.8479, 0.1308)  0.317
H (-4.6648, 0.0338, 1.7989)  0.313
H (-4.3835, 1.0768, 2.8151)  0.328
O (-4.7028, 0.9857, 1.9047)  -0.639
H (0.8764, -3.4040, -0.2234)  0.316
H (2.2699, -3.0822, -0.0260)  0.314
O (1.4568, -2.6202, -0.2970)  -0.670

Version ii
Here is a cluster of 2 separate species, C3H12NO2 in total from the OMol25 dataset. Energies are from wB97M-V/def2-TZVPD.

HOMO-LUMO gap = 0.4281 Ha
Net charge = +1
Highest occupied orbital energy = -14.79 eV

Each line ends with the Mulliken charge.
Geometry (Å):
C (0.7597, -0.5210, -0.7312)  -0.725
C (-0.0402, -0.8983, 0.6083)  0.584
C (0.7069, -0.9053, 1.8900)  -1.423
O (-1.0671, 0.0342, 0.6964)  -0.588
N (-0.3365, -0.1725, -1.7317)  -0.253
H (1.4149, 0.4403, -0.5370)  0.241
H (1.3483, -1.3192, -1.0215)  0.454
H (-0.5878, -1.8820, 0.4134)  0.206
H (1.3906, -1.7857, 2.0330)  0.378
H (-0.0621, -0.8251, 2.6758)  0.380
H (1.4532, 0.0122, 2.0509)  0.316
H (-1.0033, 0.6793, 1.3137)  0.332
H (-1.2259, -0.7753, -1.6068)  0.378
H (0.0145, -0.3679, -2.5935)  0.289
H (-0.6273, 0.7802, -1.2918)  0.401
H (-1.2275, 2.2079, -0.2379)  0.283
H (-0.3524, 3.1380, -1.1254)  0.323
O (-0.5580, 2.1602, -0.8046)  -0.576

Stability comparison, relative energies in kJ/mol: version i 0.0; version ii 49.9

Version i
Here is the molecule CHNO2S from the OMol25 dataset. Energies are from wB97M-V/def2-TZVPD.

HOMO-LUMO gap (spin up / spin down) = 0.2605 / 0.2908 Ha
Spin multiplicity = 3
Net charge = 0
Expectation value of S² = 2.01
Highest occupied orbital energy (spin up / spin down) = -8.04 / -9.90 eV

Each line ends with the Mulliken charge.
Geometry (Å):
C (1.6493, -0.7094, -0.1918)  -0.093
N (-1.2030, 0.7759, 0.4484)  0.249
O (-1.9494, 1.5936, -0.0715)  -0.288
O (-1.0531, -0.4352, -0.1746)  -0.240
S (0.3682, -1.4105, 0.1944)  0.024
H (2.1881, 0.1857, -0.2050)  0.349

Version ii
Here is the molecule CHNO2S from the OMol25 dataset. Energies are from wB97M-V/def2-TZVPD.

HOMO-LUMO gap (spin up / spin down) = 0.3289 / 0.2785 Ha
Spin multiplicity = 3
Net charge = 0
Expectation value of S² = 2.01
Highest occupied orbital energy (spin up / spin down) = -8.34 / -11.20 eV

Each line ends with the Mulliken charge.
Geometry (Å):
C (0.0741, 0.6152, -0.4715)  -0.061
N (1.2729, 1.1551, 0.3350)  0.844
O (1.5264, 0.6310, 1.3826)  -0.537
O (1.9686, 2.0105, -0.1735)  -0.556
S (-0.3652, 1.3584, -1.7653)  -0.019
H (-0.5197, -0.3608, -0.0697)  0.330

Stability comparison, relative energies in kJ/mol: version i 178.1; version ii 0.0

Version i
Here is a cluster of 2 separate species, C27H29NO3 in total from the OMol25 dataset. Energies are from wB97M-V/def2-TZVPD.

HOMO-LUMO gap = 0.2052 Ha
SMILES string = COc1ccc(C=C2C(=O)c3ccccc3C2=O)cc1.C1=C(N2CCCC2)CCCC1
Net charge = 0
Highest occupied orbital energy = -6.44 eV

Each line ends with the Mulliken charge.
Geometry (Å):
C (-2.7008, 7.3555, 1.5822)  -0.784
O (-2.2154, 6.2873, 2.4303)  -0.416
C (-2.1466, 5.0154, 1.9503)  0.899
C (-2.4898, 4.6336, 0.6249)  -0.341
C (-2.1229, 3.3737, 0.1865)  -0.474
C (-1.4021, 2.4669, 1.0132)  -0.144
C (-0.6794, 1.3539, 0.4400)  0.188
C (0.0218, 1.4805, -0.7346)  0.694
C (0.7280, 0.3670, -1.3825)  -0.396
O (0.8710, -0.7851, -0.9419)  -0.599
C (1.3707, 0.8459, -2.5927)  0.284
C (2.2098, 0.0739, -3.3983)  -0.486
C (2.9071, 0.7417, -4.4003)  -0.474
C (2.8083, 2.1471, -4.5024)  -0.522
C (2.0214, 2.8997, -3.6189)  -0.324
C (1.2482, 2.2384, -2.6675)  -0.138
C (0.4380, 2.7324, -1.4870)  -0.009
O (0.2881, 3.9166, -1.2000)  -0.652
C (-1.3472, 2.7745, 2.4024)  -0.436
C (-1.6405, 4.0424, 2.8443)  -0.737
H (-2.7141, 8.2131, 2.2634)  0.245
H (-2.0224, 7.5342, 0.7344)  0.329
H (-3.7170, 7.1446, 1.2067)  0.321
H (-2.9712, 5.3379, -0.0619)  0.310
H (-2.3421, 3.0746, -0.8414)  0.447
H (-0.6133, 0.4202, 0.9911)  0.510
H (2.3078, -1.0009, -3.2149)  0.458
H (3.5409, 0.1810, -5.0842)  0.394
H (3.3767, 2.6480, -5.2782)  0.383
H (2.0152, 3.9820, -3.6573)  0.459
H (-0.9958, 2.0133, 3.1029)  0.395
H (-1.4448, 4.3540, 3.8638)  0.405
C (-0.7467, -2.1403, 0.8744)  -0.402
C (-0.1009, -3.3577, 0.7426)  0.502
N (1.2576, -3.4912, 0.7304)  -0.002
C (1.9481, -4.7824, 0.6420)  -0.663
C (3.4596, -4.4748, 0.7178)  -0.489
C (3.6069, -2.9508, 0.7402)  -0.672
C (2.1866, -2.3791, 0.7937)  0.103
C (-0.9188, -4.6345, 0.5121)  -0.638
C (-2.4408, -4.4451, 0.3519)  -0.900
C (-3.0351, -3.2323, 1.0739)  -0.944
C (-2.2108, -1.9592, 0.7580)  -0.213
H (-0.1584, -1.2560, 1.0143)  0.302
H (1.6489, -5.4640, 1.4599)  0.288
H (1.7025, -5.3154, -0.3037)  0.252
H (3.8779, -4.9218, 1.6268)  0.232
H (3.9858, -4.9100, -0.1363)  0.296
H (4.1949, -2.5976, 1.5927)  0.321
H (4.1021, -2.6088, -0.1742)  0.271
H (2.0740, -1.7433, -0.1046)  -0.189
H (2.0095, -1.7195, 1.6673)  0.255
H (-0.7265, -5.3571, 1.3289)  0.347
H (-0.5744, -5.1429, -0.4120)  0.254
H (-2.9466, -5.3716, 0.6546)  0.366
H (-2.6093, -4.3033, -0.7276)  0.291
H (-4.0659, -3.1155, 0.7138)  0.386
H (-3.1021, -3.4041, 2.1574)  0.350
H (-2.4746, -1.6524, -0.2775)  0.206
H (-2.5309, -1.1328, 1.4110)  0.303

Version ii
Here is a cluster of 2 separate species, C27H29NO3 in total from the OMol25 dataset. Energies are from wB97M-V/def2-TZVPD.

HOMO-LUMO gap = 0.1521 Ha
Net charge = 0
Highest occupied orbital energy = -5.78 eV

Each line ends with the Mulliken charge.
Geometry (Å):
C (-1.5799, -3.2073, 1.3886)  -0.976
O (-1.7732, -1.8562, 1.8471)  0.074
C (-0.8371, -0.9788, 2.0920)  0.320
C (0.4248, -0.8887, 1.3998)  0.387
C (1.4603, -0.2245, 2.1123)  -0.472
C (2.7416, -0.1217, 1.5916)  -0.682
C (3.0269, -0.6618, 0.3286)  -0.374
C (2.0073, -1.2871, -0.4060)  -0.819
C (0.7148, -1.3969, 0.1038)  -0.006
H (-1.8703, -3.2422, 0.3337)  0.271
H (-0.5491, -3.5534, 1.5383)  0.413
H (-2.2823, -3.7948, 1.9855)  0.236
H (-0.8738, -0.4161, 3.0195)  0.155
H (1.2076, 0.1934, 3.0885)  0.493
H (3.5212, 0.3838, 2.1643)  0.388
H (4.0396, -0.5925, -0.0765)  0.380
H (2.2357, -1.6922, -1.3930)  0.394
H (-0.0791, -1.8641, -0.4827)  0.330
C (-2.4292, 0.1808, 7.1347)  -1.561
C (-2.9197, -0.9177, 6.2128)  1.727
C (-1.7915, -1.8834, 5.8926)  -1.493
C (-4.0721, -1.6645, 6.8690)  -1.754
O (-3.5063, -0.3530, 4.9643)  -0.381
C (-2.6758, 0.2945, 4.1134)  0.345
C (-3.0766, 0.1160, 2.6932)  -0.561
N (-2.9264, 1.1239, 1.9076)  -0.237
C (-3.1059, 1.2307, 0.5994)  -0.033
C (-2.7819, 2.5218, -0.0012)  1.027
C (-2.9850, 2.8293, -1.3667)  -0.268
C (-2.7190, 4.1119, -1.8446)  -0.867
C (-2.2901, 5.1181, -0.9692)  -0.411
C (-2.1063, 4.8286, 0.3914)  -0.625
C (-2.3256, 3.5341, 0.8613)  -0.605
C (-3.5560, 0.0740, -0.1853)  0.732
C (-2.8862, -0.2888, -1.3701)  -0.566
C (-3.2207, -1.4701, -2.0332)  -0.935
C (-4.2270, -2.2975, -1.5213)  -0.555
C (-4.9314, -1.9183, -0.3727)  -0.689
C (-4.6145, -0.7265, 0.2763)  -0.272
O (-1.6680, 0.9060, 4.4529)  -0.662
H (-3.2589, 0.8476, 7.4022)  0.364
H (-2.0327, -0.2661, 8.0564)  0.441
H (-1.6360, 0.7547, 6.6462)  0.322
H (-2.1405, -2.6739, 5.2128)  0.281
H (-0.9404, -1.3501, 5.4483)  0.280
H (-1.4511, -2.3581, 6.8228)  0.502
H (-4.4896, -2.4138, 6.1834)  0.397
H (-3.7255, -2.1823, 7.7736)  0.386
H (-4.8686, -0.9664, 7.1581)  0.392
H (-3.7684, -0.7112, 2.5107)  0.299
H (-3.3601, 2.0622, -2.0435)  0.493
H (-2.8535, 4.3307, -2.9052)  0.365
H (-2.1065, 6.1265, -1.3400)  0.361
H (-1.7894, 5.5990, 1.0927)  0.378
H (-2.1780, 3.2787, 1.9111)  0.397
H (-2.0973, 0.3581, -1.7582)  0.668
H (-2.6857, -1.7458, -2.9449)  0.376
H (-4.4758, -3.2333, -2.0276)  0.374
H (-5.7247, -2.5523, 0.0318)  0.406
H (-5.2115, -0.3920, 1.1269)  0.648

Stability comparison, relative energies in kJ/mol: version i 0.0; version ii 162.0